48
Properties=species:S:1:pos:R:3 method="wB97M-V/def2-TZVPD" e_lumo_ev=-3.35 molar_mass_g_mol=371.78 e_homo_ev=-12.45 fmax_ev_per_a=3.0 charge=+1 homo_lumo_gap_ev=9.10
O -0.15616 0.60863 -1.02421
O 0.90931 0.18824 -1.87287
C 1.64911 -0.76976 -1.16742
N 2.05971 -0.34321 0.16472
C 2.82062 0.72948 0.35644
N 3.29145 1.49612 -0.63231
C 3.96298 2.44670 -0.03783
Cl 4.73270 3.66853 -0.87455
N 3.94265 2.34340 1.30395
P 4.74681 3.54899 2.37409
O 3.68934 3.55870 3.59775
O 5.93642 2.61365 2.91688
N 3.20039 1.19257 1.55619
C 2.88788 0.67171 2.87567
C 4.15463 0.40199 3.73129
C 4.01948 -0.65107 4.76659
O 4.08200 0.83680 5.03451
H 0.00020 1.56057 -0.94998
H 1.00342 -1.63402 -1.00658
H 2.50729 -1.03389 -1.77674
H 1.72705 -0.86646 0.95384
H 2.77599 3.50308 3.28709
H 6.57458 3.18055 3.37860
H 2.38303 -0.28210 2.77495
H 2.27098 1.35766 3.45381
H 5.11102 0.46284 3.21439
H 3.05113 -0.92084 5.16152
H 4.93326 -0.98538 5.23393
C -5.56604 -2.18496 -4.32008
C -5.77579 -2.00988 -2.81880
C -5.35665 -0.63445 -2.30206
C -3.87332 -0.30558 -2.47984
C -2.91184 -1.29522 -1.82547
C -3.05968 -1.37210 -0.30853
H -4.51398 -2.09617 -4.59588
H -5.90480 -3.16885 -4.64578
H -6.12810 -1.43611 -4.88116
H -5.24082 -2.79649 -2.27928
H -6.83474 -2.15365 -2.59191
H -5.62473 -0.55665 -1.24452
H -5.94423 0.13192 -2.81611
H -3.68705 0.69258 -2.06911
H -3.63842 -0.23792 -3.54522
H -1.89001 -0.99106 -2.06322
H -3.04252 -2.29125 -2.25692
H -2.89025 -0.39306 0.14645
H -2.33319 -2.06818 0.11730
H -4.05110 -1.71636 -0.01358



72
Properties=species:S:1:pos:R:3 method="wB97M-V/def2-TZVPD" de_lowest_kcal_mol=14.2 e_lumo_ev="-5.76 / -9.39" molar_mass_g_mol=764.92 multiplicity=5 e_homo_ev="-12.81 / -13.69" fmax_ev_per_a=1.4 charge=+2 homo_lumo_gap_ev="7.04 / 4.31"
Pt 0.06364 -0.01837 0.18205
C 5.21097 0.33353 1.22592
N 4.61042 -0.37932 0.09585
C 3.32962 -0.67196 -0.05207
N 2.94670 -1.29916 -1.17410
S 2.18093 -0.31985 1.18237
H 5.49312 -0.35798 2.01745
H 4.49991 1.05568 1.61583
H 6.09584 0.85080 0.86627
H 5.25332 -0.74372 -0.59182
H 3.61549 -1.63220 -1.85058
H 2.01726 -1.68694 -1.20312
O -3.42965 1.38702 -1.66131
S -3.47853 0.50138 -0.52026
O -3.83892 1.06098 0.74756
N -2.01372 -0.28656 -0.41521
C -2.12469 -1.58956 -0.54294
S -0.70235 -2.49192 -0.35983
C -3.50581 -2.05384 -0.79653
C -3.97644 -3.34172 -0.95501
C -5.34188 -3.51606 -1.16228
C -6.20525 -2.42619 -1.20348
C -5.73498 -1.12602 -1.03647
C -4.38062 -0.97643 -0.83866
H -3.29863 -4.18560 -0.92168
H -5.73964 -4.51392 -1.29019
H -7.26266 -2.58836 -1.36413
H -6.40732 -0.27898 -1.06164
O -0.68999 0.31946 2.24084
S -1.29960 -0.23105 3.53406
C -1.91034 -1.90614 3.19399
C -1.08840 -2.89797 4.02215
C 0.30695 -2.29185 4.14990
C 0.06620 -0.84048 4.54185
H -1.74799 -2.03029 2.12155
H -2.97957 -1.92234 3.40087
H -1.07099 -3.87410 3.53796
H -1.53545 -3.02903 5.00898
H 0.83232 -2.34272 3.19307
H 0.91594 -2.80571 4.89251
H 0.90011 -0.15524 4.39411
H -0.28258 -0.75366 5.57450
C 1.90147 2.50658 -1.82719
C 0.76284 2.11325 -2.77851
C 0.53123 0.58868 -2.85053
C -0.50661 2.84316 -2.49512
C -1.22381 3.44282 -3.60475
C -2.36224 4.19157 -3.44404
C -2.82611 4.45361 -2.15668
C -2.18558 3.90690 -0.98411
C -2.62749 4.22411 0.38388
C -1.48989 4.94982 1.15788
C -3.93667 5.00135 0.47517
C -1.07725 2.97262 -1.17444
O -0.73137 2.27152 -0.20825
H 2.83073 2.07452 -2.20098
H 1.73819 2.14745 -0.81334
H 2.02983 3.58890 -1.79202
H 1.06433 2.41209 -3.78566
H 0.31195 0.14761 -1.85667
H 1.42379 0.10518 -3.24162
H -0.32430 0.32014 -3.47212
H -0.83296 3.28626 -4.60475
H -2.87392 4.59856 -4.30480
H -3.68910 5.09395 -2.02269
H -2.75234 3.24272 0.86432
H -1.26860 5.91626 0.70262
H -0.58034 4.35668 1.20661
H -1.83959 5.12660 2.17330
H -3.84970 6.00623 0.05434
H -4.20525 5.11554 1.52381
H -4.76127 4.48073 -0.01542



157
Properties=species:S:1:pos:R:3 method="wB97M-V/def2-TZVPD" e_lumo_ev="1.72 / 1.72" molar_mass_g_mol=1299.57 multiplicity=2 e_homo_ev="-0.73 / -6.17" fmax_ev_per_a=7.0 charge=-1 homo_lumo_gap_ev="2.45 / 7.88"
Mg 1.16169 0.49543 2.29086
C 0.57553 -3.44032 4.20576
F 1.12966 -4.20182 5.18755
F -0.37684 -4.12748 3.53353
F -0.05652 -2.40812 4.69119
S 1.89555 -2.72538 2.78890
O 3.13537 -3.52786 2.90226
O 1.15282 -2.76615 1.52658
N 1.94076 -0.98220 3.11723
S 3.04161 -0.78424 4.21686
O 2.92659 0.60890 4.72379
O 3.24581 -1.78751 5.27723
C 4.73058 -0.72426 3.20762
F 4.95950 0.53257 2.80301
F 5.75067 -1.00097 4.06591
F 4.59881 -1.53919 2.12956
C -2.00871 3.01374 1.30596
F -2.97617 2.34980 1.98865
F -2.66807 3.86676 0.49605
F -1.15930 3.59641 2.13036
S -1.02400 1.87417 0.12310
O -2.01183 1.42740 -0.87855
O 0.10430 2.65679 -0.45420
N -0.32832 0.61412 1.14712
S -1.36509 -0.60275 0.91739
O -0.99051 -1.56812 1.93919
O -2.81506 -0.36196 0.85729
C -0.90734 -1.39358 -0.82373
F -0.99651 -2.76192 -0.91840
F -1.61233 -0.98510 -1.80305
F 0.43157 -1.09477 -1.07500
C 4.57759 2.35121 -3.19852
O 5.39495 3.55943 -3.31302
C 4.88017 4.71096 -3.92808
C 3.64695 5.41239 -3.34257
O 2.40891 4.67989 -3.44194
C 1.40664 4.84521 -2.46673
C 0.79494 6.24199 -2.47454
O 1.53189 7.15515 -1.72640
C 0.73773 8.41767 -1.76271
H 3.51716 2.47746 -3.41684
H 4.72279 1.74818 -2.30220
H 4.84177 1.72312 -4.04930
H 4.82699 4.44070 -4.98271
H 5.58670 5.53864 -3.86592
H 3.51376 6.37588 -3.83454
H 3.87053 5.47115 -2.27737
H 1.83977 4.59103 -1.49932
H 0.62720 4.12316 -2.71007
H -0.15676 6.14123 -1.95277
H 0.61100 6.81276 -3.38476
H 0.80536 8.98541 -0.83469
H -0.34786 8.32852 -1.80337
H 1.08340 9.13020 -2.51164
C -4.31654 4.15306 3.59770
O -3.72259 4.06913 4.88488
C -4.45165 3.40912 5.89564
C -3.68192 3.64854 7.20552
O -3.45214 5.02605 7.58578
C -2.43864 5.20994 8.54825
C -2.88989 4.77666 9.98612
O -2.47130 3.45229 10.34563
C -3.26541 2.80298 11.29206
H -3.72738 4.43048 2.72362
H -4.99999 4.99257 3.72509
H -4.80699 3.19910 3.40397
H -4.75334 2.39967 5.61615
H -5.33263 4.04275 5.99805
H -2.78585 3.04673 7.05398
H -4.18135 3.02879 7.95022
H -2.17510 6.26173 8.65963
H -1.48535 4.83598 8.17477
H -3.91497 5.09500 10.17580
H -2.26332 5.46154 10.55748
H -2.88144 1.80414 11.49939
H -4.27217 2.60283 10.92534
H -3.31732 3.44349 12.17248
C 2.67272 -3.05965 -2.71830
O 1.59169 -3.74529 -3.29310
C 0.95252 -3.14825 -4.42062
C -0.16092 -4.13492 -4.89057
O 0.53859 -5.22207 -5.37483
C -0.27257 -6.12501 -6.02764
C 0.63289 -7.31074 -6.55084
O -0.05314 -8.58573 -6.63184
C -1.06846 -8.69266 -7.58884
H 2.55186 -1.98667 -2.56930
H 3.68390 -3.17105 -3.10974
H 2.76529 -3.54775 -1.74810
H 1.65566 -2.97212 -5.23466
H 0.43560 -2.24832 -4.08739
H -0.65975 -3.59215 -5.69350
H -0.82876 -4.44901 -4.08842
H -0.68458 -5.61866 -6.90054
H -1.00917 -6.50487 -5.31965
H 1.57711 -7.38956 -6.01201
H 0.96109 -7.10913 -7.57052
H -1.69868 -7.82266 -7.40434
H -1.68683 -9.58669 -7.50860
H -0.55969 -8.77127 -8.54961
C 2.94310 -0.18590 0.10618
O 2.60019 0.79917 1.11609
C 3.18044 2.14990 0.84801
C 2.78854 3.04468 1.95685
O 1.86911 2.39226 2.79590
C 1.34280 3.11843 3.90783
C 0.34434 2.26160 4.82512
O -0.22930 1.22517 4.05138
C -1.30647 0.52894 4.74040
H 2.69987 -0.01826 -0.94302
H 2.62681 -1.19343 0.37625
H 4.01788 -0.24071 -0.06690
H 2.95124 2.60144 -0.11722
H 4.26598 2.16431 0.94548
H 2.39437 3.88912 1.39150
H 3.63076 3.53101 2.44904
H 0.72576 3.93808 3.53966
H 2.12482 3.59600 4.49815
H -0.38065 2.99713 5.17367
H 0.88287 1.82513 5.66630
H -0.97499 0.10308 5.68743
H -1.78591 -0.28590 4.19794
H -2.14499 1.15400 5.04744
C -3.26843 1.62266 -5.05697
C -3.25802 0.09841 -5.28847
C -1.86764 -0.39305 -4.98672
O -0.90590 0.42984 -5.70559
C -0.49941 -0.16293 -6.96164
N -4.25582 -0.46676 -4.42140
H -4.24717 2.01415 -5.33427
H -2.62438 2.14956 -5.76102
H -2.82584 1.93061 -4.10967
H -3.56481 -0.04024 -6.32517
H -1.87184 -1.45749 -5.22133
H -1.64109 -0.36167 -3.92098
H 0.01671 0.54820 -7.60662
H -1.39451 -0.61428 -7.38965
H 0.14478 -1.00834 -6.71997
H -4.96891 0.24649 -4.47495
H -3.90843 -0.49872 -3.47355
C 0.97967 -8.13873 -0.96056
C 0.28467 -7.46664 -2.16014
C -0.78771 -6.50161 -1.57827
O -1.49391 -6.86317 -0.40077
C -1.83167 -5.76048 0.38385
N 1.23888 -6.74822 -2.98402
H 1.82113 -8.75147 -1.28400
H 0.22695 -8.69759 -0.40451
H 1.39345 -7.35179 -0.32999
H -0.16495 -8.36277 -2.58781
H -1.49958 -6.42319 -2.39996
H -0.29690 -5.54098 -1.42207
H -0.96175 -5.20786 0.73875
H -2.31186 -6.00115 1.33232
H -2.48179 -5.10456 -0.19512
H 1.42817 -5.88019 -2.50360
H 0.87648 -6.54338 -3.90424



84
Properties=species:S:1:pos:R:3 method="wB97M-V/def2-TZVPD" de_lowest_kcal_mol=24.3 e_lumo_ev="-2.99 / -3.05" molar_mass_g_mol=728.42 multiplicity=2 e_homo_ev="-9.33 / -9.13" fmax_ev_per_a=3.7 charge=+1 homo_lumo_gap_ev="6.34 / 6.08"
Ru 1.91018 1.49090 -0.66989
C 4.75102 5.04339 -0.93772
C 4.05677 3.71182 -0.88313
N 2.80252 3.52946 -0.91283
N 1.96355 4.60397 -0.91276
C 0.63098 4.42023 -1.06411
N -0.11475 5.53060 -1.00749
S -0.06616 2.92328 -1.27965
C 4.85473 2.47348 -0.79299
C 6.24028 2.50616 -0.77768
C 6.95586 1.32339 -0.69578
C 6.26117 0.13397 -0.61819
C 4.87863 0.18617 -0.62398
N 4.18373 1.32441 -0.71516
H 4.08332 5.86780 -1.16812
H 5.51220 5.03539 -1.71853
H 5.24739 5.26544 0.01065
H 2.32331 5.52398 -0.73436
H 0.29239 6.44509 -1.12194
H -1.08851 5.42875 -1.24266
H 6.76018 3.45325 -0.82279
H 8.03850 1.33586 -0.68903
H 6.77204 -0.81809 -0.55338
H 4.29927 -0.72278 -0.55617
C -2.81091 0.78408 -2.48281
C -3.03908 -0.70323 -2.69929
C -2.71514 -1.10393 -4.12681
C -4.46599 -1.09901 -2.34532
O -2.09769 -1.43107 -1.87528
Si -1.83378 -1.62669 -0.29601
S -0.08230 -0.45005 0.29413
O -3.05696 -1.04763 0.57190
C -3.51387 -0.96960 1.93905
C -4.34587 -2.21446 2.20822
C -4.36756 0.28425 2.01705
C -2.34764 -0.88708 2.91016
O -1.37510 -3.14589 0.03103
C -1.56096 -4.42133 -0.63113
C -3.04467 -4.62837 -0.90571
C -0.76817 -4.43850 -1.93091
C -1.03831 -5.46757 0.33572
H -3.47187 1.36460 -3.13077
H -1.77570 1.04535 -2.71360
H -3.01740 1.05545 -1.44202
H -3.37919 -0.58844 -4.82433
H -2.84066 -2.18184 -4.25397
H -1.68082 -0.84423 -4.36582
H -5.17178 -0.56820 -2.98776
H -4.68514 -0.85417 -1.30497
H -4.60662 -2.17329 -2.48679
H -5.19839 -2.25485 1.52734
H -4.71706 -2.20654 3.23517
H -3.73808 -3.11193 2.06330
H -5.22228 0.20166 1.34244
H -3.77899 1.15825 1.72373
H -4.73695 0.43055 3.03405
H -1.71613 -1.77697 2.83504
H -2.72797 -0.81479 3.93025
H -1.72982 -0.01042 2.70175
H -3.39232 -3.93217 -1.67499
H -3.62635 -4.46462 0.00531
H -3.22425 -5.64677 -1.25573
H -1.02008 -3.56898 -2.53987
H -1.00509 -5.34176 -2.49655
H 0.30775 -4.43581 -1.73585
H -1.66762 -5.51167 1.22886
H -0.02150 -5.21466 0.64446
H -1.02616 -6.45153 -0.13812
Cl 1.99635 -0.90373 -1.76704
C 1.24394 -1.53021 -0.23622
H 2.02393 -1.53362 0.51562
H 0.87947 -2.53482 -0.42199
N 1.76825 1.69810 6.96559
C 1.83493 1.67853 5.81933
C 1.91908 1.65626 4.37406
C 2.95422 0.99285 3.73974
C 2.99827 1.00504 2.35503
N 2.09225 1.62286 1.60084
C 1.09192 2.25676 2.22335
C 0.96628 2.29981 3.60069
H 3.71299 0.47719 4.31262
H 3.79945 0.50455 1.82595
H 0.36418 2.73505 1.58253
H 0.14040 2.82328 4.06305



70
Properties=species:S:1:pos:R:3 method="wB97M-V/def2-TZVPD" e_lumo_ev="1.62 / 0.43" molar_mass_g_mol=639.58 multiplicity=4 e_homo_ev="-1.39 / -4.96" fmax_ev_per_a=6.9 charge=-1 homo_lumo_gap_ev="3.01 / 5.39"
O -1.50699 4.53793 2.55713
C -1.97082 4.12476 1.58062
Cr -2.40814 3.56823 -0.16665
C -0.68283 2.78840 -0.11880
O 0.35112 2.32000 -0.00862
C -1.51644 5.14433 -0.71753
O -0.81792 6.05798 -0.89176
C -4.45990 4.19374 -0.52269
C -4.46325 3.23439 0.48778
C -3.82726 2.01466 0.31893
C -3.11194 1.73373 -0.85991
C -2.12153 0.66644 -0.83000
C -1.28628 -0.20892 -0.76788
C -0.27248 -1.23198 -0.80922
C 0.37681 -1.22319 -2.30199
C 0.07096 -0.17918 -3.18042
C 0.77116 -0.07540 -4.38468
C 1.70614 -1.02126 -4.75422
C 1.77938 -2.17517 -4.00683
C 1.07475 -2.31765 -2.81817
C -0.84354 -2.67343 -0.59528
C -2.15045 -2.88330 -0.97283
C -2.74131 -4.12397 -0.71921
C -2.01488 -5.15815 -0.16860
C -0.65754 -4.99809 0.00556
C -0.07048 -3.74714 -0.15918
C -3.21395 2.65396 -1.92931
C -3.85921 3.86972 -1.74162
H -4.91763 5.17427 -0.36522
H -4.92888 3.45968 1.43623
H -3.78616 1.27848 1.12595
H -0.66351 0.59229 -2.91126
H 0.67055 0.82955 -4.95631
H 2.33465 -0.87973 -5.61710
H 2.47976 -2.93613 -4.26654
H 1.12138 -3.26314 -2.28092
H -2.68780 -2.04780 -1.42883
H -3.79884 -4.20905 -0.90554
H -2.48735 -6.09344 0.05289
H -0.04878 -5.80985 0.34483
H 0.98659 -3.61274 0.05424
H -2.72616 2.42274 -2.88015
H -3.85888 4.60477 -2.53569
C 3.71761 1.37552 -2.34152
C 3.53297 0.95365 -0.92830
O 2.31476 0.19996 -0.97513
C 1.88316 -0.05918 0.23755
C 0.63326 -0.95674 0.20181
C 0.04689 -1.14898 1.71238
O -1.11325 -1.45793 1.85652
C 0.92436 -0.92169 2.94282
C 1.27274 0.38470 3.35995
C 1.93453 0.57106 4.56397
C 2.33005 -0.53638 5.31590
N 3.19165 -0.39246 6.43354
O 3.55874 -1.42262 7.03866
O 3.56614 0.74394 6.78144
C 1.94234 -1.81578 4.93838
C 1.22029 -2.01586 3.76935
O 2.54487 0.15065 1.20267
H 4.59974 2.00575 -2.35085
H 3.86924 0.51880 -3.00155
H 2.85686 1.95217 -2.68960
H 4.33239 0.31012 -0.54277
H 3.36359 1.79668 -0.25471
H 1.26583 -1.76250 -0.24455
H 1.02168 1.23972 2.72441
H 2.21073 1.56260 4.88051
H 2.23963 -2.65901 5.53475
H 0.91710 -3.01755 3.44313



64
Properties=species:S:1:pos:R:3 method="wB97M-V/def2-TZVPD" de_lowest_kcal_mol=14.7 e_lumo_ev=2.45 molar_mass_g_mol=687.09 multiplicity=3 e_homo_ev=-3.84 fmax_ev_per_a=3.3 charge=-1 homo_lumo_gap_ev=6.29
Tm 9.41346 9.04326 12.67593
S 10.32788 9.21040 15.27644
C 10.53354 7.55461 15.82199
C 11.07201 7.27072 17.07576
C 11.27585 5.96420 17.57180
C 10.93568 4.88099 16.73140
C 10.30895 5.14529 15.50529
C 10.08746 6.40422 14.99191
S 9.20032 6.54394 13.50232
H 11.38911 8.11738 17.70236
H 11.68102 5.83602 18.57499
H 11.04885 3.83635 17.11547
H 10.12686 4.32300 14.79104
C 15.66476 6.38015 11.01716
C 15.40881 7.44155 10.00861
C 16.43477 8.06180 9.32456
C 16.21265 9.03199 8.38242
C 14.89537 9.40364 8.12742
C 13.82258 8.83965 8.87614
C 14.11150 7.91780 9.80840
N 13.10798 7.25547 10.59567
C 11.84932 7.92701 10.70496
N 10.93313 7.42331 9.83194
C 9.71118 8.01558 9.34261
C 8.84904 8.70765 10.21839
C 7.65209 9.23098 9.61753
C 7.36067 8.99446 8.32487
C 8.25073 8.30769 7.50558
C 9.47496 7.85984 7.93548
C 10.41090 7.25295 6.97337
N 11.59950 8.81668 11.64262
C 12.63189 9.25761 12.48046
C 13.03850 8.52041 13.56702
C 14.04457 8.97826 14.39156
C 14.69896 10.13637 14.15556
C 14.33978 10.83833 13.03366
C 13.26346 10.47393 12.22557
C 12.86625 11.42624 11.13681
H 16.66938 6.10146 10.83445
H 15.03178 5.57401 10.75058
H 15.39197 6.61971 12.05458
H 17.46873 7.79614 9.42566
H 17.10085 9.39530 7.89468
H 14.61328 10.18411 7.48427
H 12.75224 9.16144 8.69255
H 13.50604 7.10793 11.53748
H 11.35885 6.70496 9.19617
H 7.07431 9.86346 10.28688
H 6.37170 9.22692 7.94106
H 8.02630 8.23336 6.43842
H 10.13805 7.48191 5.94722
H 10.48673 6.14031 7.01045
H 11.50760 7.58239 6.99579
H 12.69219 7.52550 13.80249
H 14.29339 8.32804 15.29310
H 15.47142 10.56929 14.79796
H 14.82198 11.82634 12.79577
H 11.83726 11.14522 10.84598
H 13.56129 11.42294 10.30886
H 12.89941 12.44285 11.58402
Cl 7.75050 11.25226 13.07540
C 9.48926 11.43440 12.56280
H 9.95829 12.07066 13.33017
H 9.56257 12.06093 11.67814